# 1
Formula: C4H8O3
Source: OMol25
Level of theory: wB97M-V/def2-TZVPD

Results
Electronic energy (a.u.): -382.75911
LUMO energy (eV): 0.88
SMILES string: C=C(OC)OOC
ΔE to the lowest compared entry with this formula, charge and spin (kcal/mol): 129.1

```
! wB97M-V def2-TZVPD RIJCOSX def2/J DEFGRID3
* xyz 0 1
C -0.044 -1.269 1.361
C 0.533 -0.719 0.295
O 1.731 -0.094 0.371
C 2.313 0.446 -0.801
O -0.169 -0.612 -0.882
O -1.429 0.010 -0.349
C -2.274 0.660 -1.269
H 0.334 -1.087 2.356
H -0.994 -1.768 1.232
H 2.616 -0.346 -1.495
H 1.636 1.133 -1.316
H 3.198 0.987 -0.459
H -2.837 -0.024 -1.913
H -1.784 1.448 -1.849
H -2.988 1.143 -0.584
*
```

---

# 2
Formula: C4H8O3
Source: OMol25
Level of theory: wB97M-V/def2-TZVPD

Results
Electronic energy (a.u.): -382.92758
LUMO energy (eV): 0.86
SMILES string: COC(=O)CCO
ΔE to the lowest compared entry with this formula, charge and spin (kcal/mol): 23.4

```
! wB97M-V def2-TZVPD RIJCOSX def2/J DEFGRID3
* xyz 0 1
C 1.077 1.444 -2.210
O 1.109 0.868 -0.913
C 0.178 -0.065 -0.638
O -0.418 -0.702 -1.472
C -0.044 -0.061 0.848
C -0.847 -1.211 1.408
O -1.025 -0.904 2.780
H 0.046 1.695 -2.473
H 1.679 2.349 -2.123
H 1.494 0.777 -2.966
H 0.920 0.026 1.354
H -0.579 0.875 1.054
H -1.806 -1.295 0.878
H -0.303 -2.157 1.271
H -1.481 -1.639 3.203
*
```

---

# 3
Formula: C4H8O3
Source: OMol25
Level of theory: wB97M-V/def2-TZVPD

Results
Electronic energy (a.u.): -382.85213
LUMO energy (eV): 0.85
SMILES string: CCOC(=O)CO
ΔE to the lowest compared entry with this formula, charge and spin (kcal/mol): 70.7

```
! wB97M-V def2-TZVPD RIJCOSX def2/J DEFGRID3
* xyz 0 1
C 0.738 0.725 -2.078
C 0.184 1.512 -0.614
O -0.655 0.697 0.188
C -0.096 -0.321 0.842
O 1.074 -0.616 0.754
C -1.078 -1.089 1.709
O -0.479 -2.242 2.224
H 1.635 0.061 -2.004
H -0.123 0.140 -2.323
H 0.983 1.492 -2.830
H -0.440 2.329 -0.948
H 1.235 1.385 -0.677
H -1.426 -0.413 2.506
H -1.957 -1.352 1.105
H 0.468 -2.166 2.025
*
```

---

# 4
Formula: C4H8O3
Source: OMol25
Level of theory: wB97M-V/def2-TZVPD

Results
Electronic energy (a.u.): -382.84135
LUMO energy (eV): 0.78
ΔE to the lowest compared entry with this formula, charge and spin (kcal/mol): 77.5

```
! wB97M-V def2-TZVPD RIJCOSX def2/J DEFGRID3
* xyz 0 1
O 1.065 -1.156 1.554
C 1.727 -0.389 0.565
C 0.805 0.748 0.153
C -0.441 0.290 -0.554
O -0.428 -0.527 -1.584
C -1.677 0.691 -0.180
O -2.660 0.020 -1.049
H 1.582 -1.956 1.706
H 1.960 -0.992 -0.324
H 2.668 0.030 0.956
H 1.355 1.425 -0.510
H 0.513 1.312 1.049
H -2.730 -0.621 -0.320
H -2.059 1.580 0.275
H -1.679 -0.457 -1.735
*
```

---

# 5
Formula: C4H8O3
Source: OMol25
Level of theory: wB97M-V/def2-TZVPD

Results
Electronic energy (a.u.): -382.77758
LUMO energy (spin up / spin down) (eV): 0.85 / 0.83
ΔE to the lowest compared entry with this formula, charge and spin (kcal/mol): 117.5

```
! wB97M-V def2-TZVPD RIJCOSX def2/J DEFGRID3
* xyz 0 1
C -1.865 0.179 0.394
C 1.291 0.910 -0.093
C 1.669 -0.428 0.500
C -0.402 -0.321 -1.387
O -1.461 -0.531 -0.605
O -2.816 -0.349 1.216
O 0.342 0.795 -1.284
H -3.187 -1.136 0.797
H -1.384 1.065 0.761
H -0.442 -0.847 -2.328
H 0.817 1.561 0.649
H 2.148 1.418 -0.537
H 0.873 -0.822 1.131
H 1.835 -1.158 -0.297
H 2.582 -0.335 1.085
*
```

---

# 6
Formula: C4H8O3
Source: OMol25
Level of theory: wB97M-V/def2-TZVPD

Results
Electronic energy (a.u.): -382.93381
LUMO energy (eV): 0.88
SMILES string: COC(=O)[C@@H](C)O
ΔE to the lowest compared entry with this formula, charge and spin (kcal/mol): 19.5

```
! wB97M-V def2-TZVPD RIJCOSX def2/J DEFGRID3
* xyz 0 1
C 0.255 -0.969 2.443
O 0.631 -0.825 1.072
C 0.039 0.182 0.423
O -0.752 0.944 0.934
C 0.472 0.264 -1.040
C -0.744 0.086 -1.941
O 1.090 1.511 -1.288
H 0.501 -0.056 2.990
H 0.831 -1.818 2.814
H -0.819 -1.160 2.527
H 1.247 -0.493 -1.221
H -1.170 -0.913 -1.842
H -0.452 0.251 -2.980
H -1.528 0.807 -1.676
H 0.399 2.188 -1.215
*
```

---

# 7
Formula: C4H8O3
Source: OMol25
Level of theory: wB97M-V/def2-TZVPD

Results
Electronic energy (a.u.): -382.82776
LUMO energy (eV): 0.79
ΔE to the lowest compared entry with this formula, charge and spin (kcal/mol): 86.0

```
! wB97M-V def2-TZVPD RIJCOSX def2/J DEFGRID3
* xyz 0 1
C 2.550 1.125 -0.736
C 0.264 -0.449 0.889
O -0.451 -0.980 1.792
C -0.159 -0.143 -0.398
O -1.857 -0.200 -0.748
C -2.835 -0.733 -0.147
O -2.793 -1.283 0.992
H 1.981 1.839 -0.131
H 2.816 1.583 -1.689
H 3.447 0.823 -0.192
H 1.349 -0.312 1.133
H -1.761 -1.172 1.386
H 1.961 0.232 -0.950
H -0.007 0.769 -0.940
H -3.835 -0.744 -0.620
*
```

---

# 8
Formula: C4H8O3
Source: OMol25
Level of theory: wB97M-V/def2-TZVPD

Results
Electronic energy (a.u.): -382.75332
LUMO energy (spin up / spin down) (eV): -0.84 / -0.84
ΔE to the lowest compared entry with this formula, charge and spin (kcal/mol): 132.7

```
! wB97M-V def2-TZVPD RIJCOSX def2/J DEFGRID3
* xyz 0 1
C -0.702 2.395 0.714
O -0.623 0.964 0.691
C 0.327 0.490 -0.116
O 1.039 1.137 -0.828
C 0.506 -1.130 0.179
C -0.376 -1.316 -0.967
O 1.717 -1.558 -0.002
H 0.255 2.815 1.032
H -1.491 2.639 1.424
H -0.943 2.765 -0.284
H 0.009 -1.282 1.155
H -1.460 -1.254 -0.865
H 0.384 -2.927 -1.164
H 0.043 -1.067 -1.938
H 1.143 -2.756 -0.819
*
```

---

# 9
Formula: C4H8O3
Source: OMol25
Level of theory: wB97M-V/def2-TZVPD

Results
Electronic energy (a.u.): -382.90085
LUMO energy (eV): 0.09
SMILES string: COC(=O)C=O.C
ΔE to the lowest compared entry with this formula, charge and spin (kcal/mol): 40.1

```
! wB97M-V def2-TZVPD RIJCOSX def2/J DEFGRID3
* xyz 0 1
C -1.105 -0.364 -2.629
O -1.241 0.327 -1.384
C -0.133 0.389 -0.641
O 0.898 -0.187 -0.866
C -0.381 1.353 0.520
O 0.434 2.180 0.827
H -0.189 -0.053 -3.133
H -1.980 -0.085 -3.208
H -1.073 -1.443 -2.475
H -1.349 1.249 1.041
C 1.219 -0.672 2.394
H 0.304 -1.093 1.961
H 1.082 -0.473 3.460
H 2.035 -1.380 2.248
H 1.478 0.253 1.883
*
```

---

# 10
Formula: C4H8O3
Source: OMol25
Level of theory: wB97M-V/def2-TZVPD

Results
Electronic energy (a.u.): -382.89216
LUMO energy (eV): 0.69
SMILES string: O=CCCC=O.O
ΔE to the lowest compared entry with this formula, charge and spin (kcal/mol): 45.6

```
! wB97M-V def2-TZVPD RIJCOSX def2/J DEFGRID3
* xyz 0 1
O 0.477 -2.294 0.287
C -0.190 -1.433 -0.227
C -0.023 0.038 0.037
C -1.311 0.784 0.396
C -1.412 2.111 -0.354
O -1.371 2.244 -1.539
H -0.897 -1.698 -1.026
H 0.732 0.142 0.761
H 0.354 0.382 -0.901
H -1.369 0.977 1.471
H -2.229 0.201 0.334
H -1.544 2.921 0.391
O 3.050 -1.261 -0.209
H 3.115 -0.989 0.710
H 2.619 -2.125 -0.130
*
```

---

# 11
Formula: C4H8O3
Source: OMol25
Level of theory: wB97M-V/def2-TZVPD

Results
Electronic energy (a.u.): -382.90050
LUMO energy (eV): 0.51
SMILES string: C=CC(=O)OC.O
ΔE to the lowest compared entry with this formula, charge and spin (kcal/mol): 40.4

```
! wB97M-V def2-TZVPD RIJCOSX def2/J DEFGRID3
* xyz 0 1
C 1.887 0.865 -0.462
C 0.747 1.042 0.218
C -0.392 0.156 -0.106
O -0.272 -0.915 -0.678
O -1.572 0.615 0.316
C -2.681 -0.231 0.001
H 1.905 0.252 -1.354
H 2.827 1.321 -0.173
H 0.639 1.783 1.002
H -2.592 -1.196 0.507
H -3.564 0.306 0.343
H -2.729 -0.408 -1.077
O 2.320 -1.342 0.506
H 1.862 -0.726 1.098
H 1.616 -1.522 -0.141
*
```

---

# 12
Formula: C4H8O3
Source: OMol25
Level of theory: wB97M-V/def2-TZVPD

Results
Electronic energy (a.u.): -382.83043
LUMO energy (eV): -0.22
SMILES string: CCC(=O)C=O.O
ΔE to the lowest compared entry with this formula, charge and spin (kcal/mol): 84.3

```
! wB97M-V def2-TZVPD RIJCOSX def2/J DEFGRID3
* xyz 0 1
C -0.833 0.670 -1.252
C -0.745 0.034 0.132
C 0.375 -0.007 1.038
O 0.530 -0.904 1.864
C 1.391 1.121 0.850
O 2.497 1.028 1.305
H -1.148 -0.058 -2.018
H -1.603 1.440 -1.205
H 0.106 1.111 -1.601
H -1.495 -0.733 0.312
H -0.820 0.831 1.159
H 1.083 1.991 0.228
O 0.375 -1.965 -0.570
H -0.287 -2.658 -0.631
H 0.571 -1.901 0.390
*
```

---

no.,largest force on an atom (eV/A)
1,0.73
2,0.55
3,3.94
4,2.32
5,1.36
6,0.56
7,1.56
8,0.78
9,0.60
10,1.66
11,0.71
12,2.49